The following is a DFT calculation (ωB97M-V/def2-TZVPD) of CH4N2O2 in the gas phase in a non-equilibrium geometry.

Summary:
HOMO in eV: -9.419
Gap between HOMO and LUMO in eV: 10.34
Total energy in eV: -8172.45540
Energy above the lowest of the compared OMol25 structures with the same formula, charge and spin in kcal per mole: 97.5

Geometry as ORCA input:
```
! wB97M-V def2-TZVPD RIJCOSX def2/J DEFGRID3
* xyz 0 1
C -2.12 0.20 -0.19
N 1.42 -0.52 -0.17
N -0.52 0.44 -0.01
O -2.69 -0.79 -0.35
O 0.26 -0.61 0.62
H -2.38 1.24 -0.17
H 2.28 -1.02 0.13
H 1.28 -1.07 -1.05
H -0.57 1.17 0.70
*
```